# 1
Computed, not measured: C7H16N2 as an isolated structure at a distorted geometry, with the ωB97M-V functional and the def2-TZVPD basis.

Results
- Lowest unoccupied orbital energy: 1.0082 eV
- Gap between HOMO and LUMO: 8.42 eV
- Total charge: 0
- Highest occupied orbital energy: -7.41 eV

Each line ends with the Löwdin charge.
Atoms and positions in Å:
C  0.411  -0.575  -0.307  -0.40
C  -0.924  -0.158  0.224  -0.46
C  -1.215  1.272  0.049  0.04
C  1.204  1.169  -0.165  -0.17
C  0.498  -0.919  -1.779  -0.07
C  1.129  -1.588  0.555  -0.06
C  1.574  1.624  1.234  -0.13
N  -2.062  -0.338  -0.603  -0.04
N  -3.064  -1.096  -0.043  0.00
H  -1.065  -0.493  1.260  0.15
H  -3.211  -0.970  0.961  0.08
H  -3.937  -0.981  -0.541  0.08
H  -1.780  1.796  0.817  0.08
H  -1.129  1.845  -0.862  0.08
H  0.913  1.982  -0.828  0.08
H  2.098  0.783  -0.664  0.07
H  -0.014  -0.184  -2.396  0.08
H  0.567  -2.528  0.567  0.09
H  0.059  -1.901  -1.967  0.08
H  1.542  -0.952  -2.100  0.08
H  1.209  -1.256  1.591  0.07
H  2.132  -1.793  0.182  0.08
H  0.765  2.147  1.740  0.06
H  1.881  0.797  1.875  0.06
H  2.419  2.318  1.201  0.07

Cartesian forces, eV/Å:
1.7 3.5 0.0
-0.2 0.0 -0.4
-3.7 -0.7 0.1
2.0 -3.7 -0.6
-0.1 0.1 0.1
0.1 0.3 0.1
-0.1 0.1 0.0
0.8 1.1 0.2
-0.5 0.2 0.6
0.0 0.0 0.0
0.1 0.0 -0.2
0.1 0.2 0.0
0.0 -0.2 0.0
0.3 -0.5 -0.1
-0.7 -0.4 0.1
0.6 0.3 0.2
-0.1 0.0 0.0
0.0 0.0 -0.1
-0.1 0.0 -0.1
0.0 0.0 0.1
0.0 0.0 0.0
0.0 0.0 0.0
-0.1 0.0 0.0
0.0 -0.1 -0.1
0.0 0.0 -0.1

# 2
Computed, not measured: a single C4H5Cl3O molecule at a distorted geometry, with the ωB97M-V functional and the def2-TZVPD basis.

Results
- Lowest unoccupied orbital energy (spin up / spin down): -0.4264 / -0.3434 eV
- Gap between HOMO and LUMO (spin up / spin down): 7.94 / 8.29 eV
- SMILES: C[C@H](O)C(Cl)=C(Cl)Cl
- Total charge: 0
- Highest occupied orbital energy (spin up / spin down): -8.36 / -8.64 eV

Each line ends with the Löwdin charge.
Atoms and positions in Å:
C  -0.846  0.229  -0.345  -0.57
C  -2.450  -0.456  0.078  -1.20
C  1.668  0.725  0.256  -0.04
C  0.422  -0.246  0.344  -0.51
O  0.958  -1.386  -0.219  -0.06
Cl  -0.816  0.679  -1.991  0.66
Cl  -3.758  0.167  -0.763  0.62
Cl  -2.648  -0.936  1.646  0.66
H  1.450  1.647  0.599  0.03
H  1.864  0.979  -0.805  0.08
H  2.510  0.343  0.804  0.08
H  0.228  -0.619  1.426  0.16
H  1.418  -1.128  -1.030  0.09

Cartesian forces, eV/Å:
-4.9 -2.3 1.5
6.1 2.8 -1.9
-1.6 -1.3 -1.3
1.3 0.4 1.5
0.0 -2.1 -1.3
0.4 0.1 0.2
-0.5 0.0 -0.3
-0.2 -0.5 1.2
-0.8 3.2 1.7
0.2 -0.8 0.3
0.3 -0.4 -0.1
-0.1 1.3 -1.6
-0.1 -0.2 0.1

For each record above, in turn, the calculated ΔE to the lowest compared entry with this formula, charge and spin values are 535.33; 393.56 kJ/mol.
For each record above, in turn, the calculated calculated total energy values are -385.6367; -1611.0818 hartree.